{
  "formula": "C13H23FN2SSi2",
  "method": "ωB97M-V with the def2-TZVPD basis set",
  "symbols": ["C", "Si", "C", "C", "N", "C", "S", "N", "C", "C", "C", "C", "C", "F", "C", "Si", "C", "C", "C", "H", "H", "H", "H", "H", "H", "H", "H", "H", "H", "H", "H", "H", "H", "H", "H", "H", "H", "H", "H", "H", "H", "H"],
  "coordinates": [[1.7003, -1.4344, 2.6646], [1.7758, -1.1147, 0.8136], [2.4394, -2.6285, -0.0335], [2.7984, 0.3924, 0.6602], [0.0481, -0.8296, 0.4701], [-0.2203, 0.5052, 0.4707], [-0.5855, 1.2840, 1.8867], [-0.2144, 1.1171, -0.8092], [-0.2420, 2.4999, -1.0848], [-0.8242, 3.3904, -0.2460], [-1.0213, 4.7459, -0.5167], [-0.5810, 5.3023, -1.7514], [-0.0459, 4.3716, -2.6358], [0.5072, 4.8554, -3.8201], [0.1301, 3.0176, -2.3105], [-1.3068, -2.0013, 0.2942], [-2.9913, -1.2179, 0.4350], [-1.1592, -3.3694, 1.6448], [-1.1192, -2.6075, -1.5259], [2.2095, -2.3384, 2.9564], [2.0338, -0.5068, 3.1993], [0.6219, -1.6201, 2.9247], [1.9692, -2.5826, -1.0042], [3.5018, -2.7667, -0.0572], [2.0933, -3.4484, 0.5747], [3.8312, 0.0816, 0.9194], [2.3721, 1.1963, 1.2620], [2.6350, 0.5745, -0.4381], [-0.0473, 0.4782, -1.5841], [-1.3092, 3.0035, 0.5516], [-1.5178, 5.3907, 0.2459], [-0.7157, 6.3824, -2.0813], [0.3669, 2.3898, -3.1543], [-3.4125, -1.2537, 1.4398], [-3.6662, -1.8234, -0.1183], [-3.1704, -0.2235, 0.0849], [-1.6406, -4.2096, 1.1213], [-0.1750, -3.7418, 1.8615], [-1.7741, -3.1661, 2.4448], [-0.0626, -2.9220, -1.7468], [-1.4376, -1.7708, -2.1448], [-1.7936, -3.4018, -1.8633]],
  "nbo_charge": [-1.155, 1.865, -1.141, -1.156, -1.299, 0.302, -0.140, -0.615, 0.161, -0.246, -0.173, -0.293, 0.404, -0.341, -0.311, 1.807, -1.143, -1.094, -1.119, 0.225, 0.243, 0.246, 0.233, 0.255, 0.243, 0.256, 0.265, 0.228, 0.408, 0.238, 0.224, 0.240, 0.221, 0.250, 0.242, 0.255, 0.232, 0.242, 0.239, 0.233, 0.230, 0.240],
  "total_charge": 0,
  "total_energy_ev": -46144.112,
  "gap_ev": 8.41,
  "e_above_lowest_kcal_mol": 25.9,
  "max_force_ev_per_a": 3.8
}